Formula: C32H34I2N6O6PRu
Source: the Open Molecules 2025 dataset
Level of theory: ωB97M-V/def2-TZVPD

Computed properties:
**Charge**: +2
**LUMO level (alpha / beta)**: -0.178 / -0.289 Eh
**E_HOMO (alpha / beta)**: -11.69 / -11.71 eV
**Electronic energy**: -3050.97871 a.u.
**Orbital gap (alpha / beta)**: 6.84 / 3.85 eV
**Spin multiplicity**: 6

Last column: Löwdin spin population.
Positions of all 82 atoms, in Å:
Ru: -0.835020 1.475856 0.429119  3.41
I: -3.279817 5.192385 3.454377  0.00
C: -1.801832 3.837884 3.981087  0.02
C: -1.327811 3.792719 5.301019  0.00
C: -0.368397 2.895212 5.703522  0.01
I: 0.223661 2.876504 7.700348  0.00
C: 0.183923 1.987943 4.756821  0.00
C: 1.146309 0.993586 5.048356  0.01
C: 1.589239 0.148407 4.064514  0.00
C: 1.083721 0.289698 2.765489  0.02
N: 0.188066 1.209106 2.455419  0.06
C: -0.275542 2.054999 3.422027  0.00
C: -1.308003 2.972417 2.999267  0.00
O: -1.740057 2.921623 1.787487  0.13
H: -1.747280 4.484488 6.019467  0.00
H: 1.523931 0.907233 6.058988  0.00
H: 2.327806 -0.613095 4.271472  0.00
H: 1.405165 -0.363357 1.962967  0.00
C: 2.107477 -5.324325 2.070775  0.00
C: 2.546247 -4.322042 1.036372  0.00
C: 3.888538 -3.953294 0.967917  0.07
C: 4.354182 -3.062698 0.011576  0.00
C: 3.471157 -2.512774 -0.893890  0.06
C: 2.119285 -2.864725 -0.830009  0.04
N: 1.218447 -2.265357 -1.722441  0.32
C: 1.460748 -2.024925 -3.045730  0.06
C: 2.358623 -2.855567 -3.758057  0.11
C: 2.598680 -2.632217 -5.093005  -0.01
C: 1.963745 -1.578447 -5.747203  0.15
C: 1.082740 -0.753510 -5.055376  0.00
C: 0.801337 -0.964762 -3.718867  0.09
C: -0.126477 0.005381 -3.027140  0.01
O: -0.122397 1.156507 -3.454777  0.02
O: -0.824566 -0.426923 -2.031798  0.03
C: 1.640380 -3.782624 0.119809  0.05
C: 0.205580 -4.235148 0.073281  0.01
H: 2.863294 -5.430628 2.846390  0.00
H: 1.956644 -6.309347 1.622950  0.00
H: 1.171113 -5.034696 2.548372  0.00
H: 4.583802 -4.379426 1.680835  0.00
H: 5.399307 -2.785338 -0.010264  0.00
H: 3.793843 -1.770918 -1.612120  0.00
H: 0.328097 -1.911352 -1.374958  0.00
H: 2.811711 -3.696061 -3.251888  0.00
H: 3.268533 -3.285553 -5.635303  0.00
H: 2.153425 -1.397519 -6.796511  0.01
H: 0.617050 0.085126 -5.553990  0.00
H: -0.143250 -4.315776 -0.958007  0.00
H: -0.438482 -3.526357 0.598494  0.00
H: 0.087989 -5.213481 0.532502  0.00
N: -2.553613 -0.282920 3.555657  0.00
C: -2.856310 -1.494330 2.719617  0.00
P: -2.323202 -0.996688 1.020500  0.01
O: -2.878664 0.407774 0.902986  0.07
O: -0.857602 -1.177864 0.852277  0.04
C: -3.217424 -1.952882 -0.276005  0.00
N: -3.262881 -1.006567 -1.443259  0.00
H: -2.897497 0.557283 3.059106  0.00
H: -1.544492 -0.145816 3.677672  0.00
H: -2.980702 -0.327482 4.482078  0.00
H: -3.931563 -1.659698 2.768394  0.00
H: -2.325159 -2.354380 3.118674  0.00
H: -4.237463 -2.218792 -0.002559  0.00
H: -2.665333 -2.840583 -0.576334  0.00
H: -2.270560 -0.751298 -1.784188  0.00
H: -3.686919 -0.128325 -1.131008  0.00
H: -3.799695 -1.388383 -2.220417  0.00
N: -0.337962 7.171951 -3.718527  0.00
C: -0.687195 5.925461 -4.108539  0.00
O: -1.088926 5.654102 -5.218251  0.00
C: -0.552021 4.829643 -3.070292  0.01
C: 0.255159 4.926148 -1.929380  0.00
C: 0.255753 3.887655 -1.044594  0.02
N: -0.487120 2.770005 -1.231712  0.09
C: -1.188000 2.633321 -2.362445  0.03
C: -1.278864 3.685877 -3.277011  0.00
H: -0.454670 7.918912 -4.383385  0.00
H: -0.130800 7.405513 -2.765622  0.00
H: 0.877427 5.788852 -1.738933  0.00
H: 0.847987 3.913675 -0.138102  0.01
H: -2.028544 1.960396 -2.298271  0.00
H: -1.898012 3.594607 -4.157811  0.00

Forces on atoms 1 to 3 (eV/Å):
Ru 0.11 0.24 0.38
I 0.00 -0.01 -0.01
C 0.14 -0.28 -0.29

***

Formula: C27H29AsINOPPd
Source: the Open Molecules 2025 dataset
Level of theory: ωB97M-V/def2-TZVPD

Computed properties:
**Charge**: +1
**LUMO level**: -0.133 Eh
**E_HOMO**: -10.70 eV
**Electronic energy**: -4178.77521 a.u.
**Orbital gap**: 7.09 eV

Last column: natural (NBO) charge in e.
Positions of all 62 atoms, in Å:
Pd: -0.375397 0.796084 0.078816  0.42
C: 5.231273 -2.844359 0.836694  -0.18
C: 4.278226 -2.760179 1.842926  -0.22
C: 3.048616 -2.179249 1.579828  -0.12
C: 2.768839 -1.686250 0.304799  -0.39
C: 3.726817 -1.769722 -0.702803  -0.20
C: 4.956052 -2.351374 -0.431121  -0.19
P: 1.120920 -1.025590 -0.017492  0.97
C: 1.367916 -0.070806 -1.557833  -0.26
C: 0.800567 -0.419229 -2.781855  -0.24
C: 0.895868 0.446854 -3.861168  -0.19
C: 1.551373 1.665524 -3.733566  -0.21
C: 2.128801 2.016755 -2.521605  -0.19
C: 2.038742 1.155656 -1.434944  -0.30
C: -0.004410 -2.356448 -0.409167  -0.29
C: 0.364884 -3.648853 -0.677299  -0.19
C: -0.621635 -4.619233 -0.930269  -0.21
C: -1.943358 -4.275747 -0.873345  -0.17
C: -2.355734 -2.956033 -0.567431  0.03
C: -3.722926 -2.623502 -0.424801  -0.20
C: -4.081013 -1.366255 -0.044839  -0.20
C: -3.099523 -0.369027 0.161204  -0.26
C: -1.767861 -0.633919 0.001160  -0.03
C: -1.367612 -1.964190 -0.337388  -0.16
H: 6.193287 -3.294757 1.041745  0.23
H: 4.493647 -3.143260 2.831214  0.23
H: 2.302654 -2.110036 2.363071  0.22
H: 3.515879 -1.388546 -1.693015  0.23
H: 5.699936 -2.420190 -1.213520  0.23
H: 0.276377 -1.361526 -2.883392  0.23
H: 0.457654 0.167039 -4.810419  0.23
H: 1.625610 2.331943 -4.582537  0.23
H: 2.665109 2.952115 -2.424557  0.23
H: 2.539417 1.408492 -0.503392  0.23
H: 1.412927 -3.923280 -0.690175  0.23
H: -0.329080 -5.637022 -1.149189  0.23
H: -2.708021 -5.026143 -1.033487  0.22
H: -4.470618 -3.387223 -0.597522  0.22
H: -5.123633 -1.111488 0.094234  0.22
H: -3.433157 0.610583 0.463566  0.21
N: 0.833164 2.309442 3.748796  -0.81
C: -0.285654 1.562329 3.853208  0.65
O: -0.927573 1.179520 2.887522  -0.64
C: -0.791250 1.251194 5.246367  -0.62
I: 0.714963 0.748147 6.672977  0.11
H: 1.195951 2.503911 2.831954  0.40
H: 1.405252 2.509881 4.551529  0.41
H: -1.473959 0.412821 5.178639  0.26
H: -1.316865 2.116612 5.644004  0.25
C: -0.776206 4.317780 -0.591535  -0.95
As: -1.824312 2.683001 -0.498568  1.02
C: -3.251805 3.225327 0.696607  -0.94
C: -2.695276 2.634405 -2.223998  -0.95
H: -1.390464 5.124138 -0.990395  0.24
H: 0.084956 4.163688 -1.239858  0.24
H: -0.434594 4.589297 0.406238  0.24
H: -3.607149 4.211855 0.401253  0.24
H: -2.871343 3.251109 1.715847  0.25
H: -4.083829 2.527438 0.647563  0.24
H: -3.347605 3.498302 -2.342633  0.24
H: -3.278045 1.717997 -2.302180  0.25
H: -1.935789 2.634213 -3.004460  0.25

Forces on atoms 1 to 3 (eV/Å):
Pd 0.09 -0.02 0.56
C 0.00 0.00 0.00
C 0.00 0.00 0.01

***

Formula: C3H8NO
Source: the Open Molecules 2025 dataset
Level of theory: ωB97M-V/def2-TZVPD

Computed properties:
**Charge**: +1
**LUMO level**: -0.185 Eh
**E_HOMO**: -13.57 eV
**Electronic energy**: -248.79093 a.u.
**Orbital gap**: 8.55 eV

Last column: natural (NBO) charge in e.
Positions of all 13 atoms, in Å:
C: 1.180656 0.375360 -1.448488  0.18
N: 1.128002 -0.899485 -1.336059  -0.59
H: 2.048285 0.875508 -1.043412  0.24
H: 0.337838 0.861735 -1.915557  0.24
H: 0.273298 -1.390761 -1.582725  0.45
H: 1.878594 -1.379221 -0.850480  0.44
C: -1.673304 -0.493559 0.967057  -0.46
C: -0.697306 0.259399 1.453342  0.11
O: 0.031116 1.118768 0.643028  -0.74
H: -2.172880 -1.207474 1.601186  0.24
H: -1.977351 -0.325175 -0.058871  0.20
H: -0.389831 0.229404 2.491127  0.19
H: 0.032877 1.975495 1.079857  0.51

Forces on atoms 1 to 3 (eV/Å):
C -0.33 -0.79 0.44
N -0.01 0.72 0.19
H -0.01 0.27 -0.29

***

Formula: C3H4INO2
Source: the Open Molecules 2025 dataset
Level of theory: ωB97M-V/def2-TZVPD

Computed properties:
**Charge**: 0
**LUMO level**: 0.005 Eh
**E_HOMO**: -8.92 eV
**Electronic energy**: -619.50119 a.u.
**Orbital gap**: 9.04 eV

Last column: natural (NBO) charge in e.
Positions of all 11 atoms, in Å:
C: 1.696590 0.891188 0.326354  0.58
C: -0.701380 0.192437 0.132930  -0.31
C: 0.204211 1.128018 0.417281  -0.25
N: 2.403632 -0.323468 0.049576  -0.34
O: 2.393723 1.867542 0.627909  -0.59
O: 1.925515 -1.534091 -0.253267  -0.52
I: 4.372053 -0.175505 0.065534  0.36
H: 1.515153 -1.581258 -1.056905  0.46
H: -0.519510 -0.751907 -0.092274  0.18
H: -1.678166 0.243362 0.375047  0.19
H: -0.054659 2.164758 0.552469  0.24

Forces on atoms 1 to 3 (eV/Å):
C 1.06 0.97 0.83
C 1.79 3.08 1.39
C 0.45 -1.77 -1.59

***

Formula: C10H9N
Source: the Open Molecules 2025 dataset
Level of theory: ωB97M-V/def2-TZVPD

Computed properties:
**Charge**: 0
**LUMO level**: 0.011 Eh
**E_HOMO**: -8.55 eV
**SMILES string**: Cc1ccc2ccccc2n1
**Electronic energy**: -441.15874 a.u.
**Orbital gap**: 8.84 eV

Last column: natural (NBO) charge in e.
Positions of all 20 atoms, in Å:
C: 3.295031 -0.724466 -0.024784  -0.66
C: 1.915860 -0.171902 -0.036453  0.23
C: 1.584966 1.203332 -0.127573  -0.27
C: 0.335491 1.581033 0.010365  -0.14
C: -0.742051 0.743082 0.069032  -0.09
C: -2.115293 1.171100 0.152680  -0.18
C: -3.101499 0.285889 -0.059667  -0.22
C: -2.739505 -1.160076 -0.152639  -0.18
C: -1.408639 -1.589505 0.117193  -0.22
C: -0.400471 -0.683116 0.032908  0.16
N: 0.905597 -1.099145 0.018101  -0.44
H: 3.978864 0.047083 -0.613600  0.23
H: 3.615708 -0.568214 1.094324  0.23
H: 3.356781 -1.880560 -0.190364  0.26
H: 2.347795 1.975357 -0.328509  0.22
H: 0.063592 2.545838 0.114906  0.20
H: -2.312081 2.259821 0.205502  0.21
H: -4.062104 0.572610 -0.155856  0.21
H: -3.496422 -1.945102 -0.517749  0.22
H: -1.021619 -2.563055 0.392178  0.23

Forces on atoms 1 to 3 (eV/Å):
C 1.81 0.83 1.59
C -2.99 -2.05 -0.83
C 3.58 -0.62 -0.33

***

Formula: C28H36IrN12S2
Source: the Open Molecules 2025 dataset
Level of theory: ωB97M-V/def2-TZVPD

Computed properties:
**Charge**: +4
**LUMO level (alpha / beta)**: -0.388 / -0.490 Eh
**E_HOMO (alpha / beta)**: -18.45 / -18.67 eV
**Electronic energy**: -2645.08341 a.u.
**Orbital gap (alpha / beta)**: 7.88 / 5.33 eV
**Spin multiplicity**: 2

Last column: Löwdin spin population.
Positions of all 79 atoms, in Å:
Ir: -0.339548 -0.840836 0.705323  0.02
C: 6.018403 -3.217121 -1.439644  0.01
C: 4.831644 -3.750207 -0.613249  0.01
C: 5.274660 -4.987468 0.193311  0.01
C: 3.705259 -4.153408 -1.562882  0.00
C: 4.391143 -2.682421 0.362852  0.08
C: 5.370060 -2.165232 1.294816  0.18
C: 5.088014 -1.181648 2.209687  -0.01
C: 3.790141 -0.684920 2.237022  0.16
S: 3.156537 0.549253 3.239496  0.02
C: 1.620509 0.358907 2.474236  0.04
N: 1.571652 -0.612248 1.529887  0.05
C: 2.778444 -1.193881 1.347179  0.12
C: 3.114165 -2.183529 0.408583  0.00
C: 0.470365 1.124404 2.709130  0.07
C: 0.399008 2.166484 3.665281  0.04
C: -0.767180 2.868927 3.791899  0.01
C: -1.852115 2.547726 2.960856  0.10
C: -1.785979 1.530407 2.009183  0.00
C: -0.631117 0.780967 1.865434  0.07
H: 6.297822 -3.966345 -2.180144  0.00
H: 6.900836 -3.029842 -0.828720  0.00
H: 5.760488 -2.297230 -1.967154  0.00
H: 5.621394 -5.755250 -0.498476  0.00
H: 4.450646 -5.400350 0.777607  0.00
H: 6.100446 -4.768598 0.870058  0.00
H: 4.070254 -4.911482 -2.254549  0.00
H: 3.355630 -3.307262 -2.163230  0.00
H: 2.865077 -4.597052 -1.016729  0.00
H: 6.373785 -2.566443 1.259444  0.01
H: 5.850665 -0.808143 2.879835  0.00
H: 2.375478 -2.511838 -0.302660  0.00
H: 1.252469 2.401880 4.290471  0.00
H: -0.858961 3.662511 4.520122  0.00
H: -2.774043 3.106169 3.068861  0.00
H: -2.660172 1.341199 1.400126  0.00
N: -1.970321 -2.967651 3.971179  0.00
C: -0.840169 -2.540903 3.414070  0.00
N: -1.151010 -1.963656 2.260294  0.00
C: -2.514451 -2.066511 2.191173  0.00
N: -3.039718 -2.679008 3.213739  0.00
C: -3.182682 -1.506495 1.023862  0.00
C: -4.555101 -1.516661 0.814271  0.00
N: -5.089096 -0.958719 -0.262763  0.00
C: -4.265037 -0.392740 -1.133421  0.00
C: -2.888672 -0.360792 -0.945500  0.00
N: -2.344819 -0.928956 0.135404  0.00
H: -2.093760 -3.463642 4.846463  0.00
H: 0.140420 -2.669029 3.842167  0.00
H: -5.219088 -1.980589 1.534720  0.00
H: -4.708245 0.058967 -2.012178  0.00
H: -2.221139 0.125918 -1.641713  0.00
C: 0.268535 -4.548832 -3.090758  0.00
C: 0.493530 -3.086913 -3.038433  0.00
N: 0.914484 -2.333895 -3.997287  0.00
N: 0.948075 -1.068591 -3.483146  0.00
C: 0.550985 -1.000089 -2.220209  0.00
S: 0.440906 0.368288 -1.196752  0.00
N: 0.263685 -2.289090 -1.911867  0.00
N: -0.124181 -2.686460 -0.621511  0.00
H: 0.559379 -4.905430 -4.076277  0.00
H: -0.784316 -4.792882 -2.936254  0.00
H: 0.867030 -5.072568 -2.343723  0.00
H: 1.258635 -0.306838 -4.069127  0.00
H: -1.027028 -3.157584 -0.685352  0.00
H: 0.548101 -3.372166 -0.277421  0.00
N: -2.183349 6.855309 -4.156065  0.00
C: -2.005354 5.426436 -4.630421  0.00
C: -1.351489 4.509488 -3.590998  0.00
N: -2.216064 3.927604 -2.566560  0.00
H: -2.545591 7.446719 -4.910447  0.00
H: -1.296535 7.265972 -3.853337  0.00
H: -2.843653 6.926146 -3.378590  0.00
H: -1.401702 5.485222 -5.534269  0.00
H: -2.999436 5.076459 -4.905525  0.00
H: -0.529544 5.032181 -3.095259  0.00
H: -0.884572 3.707846 -4.165267  0.00
H: -3.122521 3.679377 -2.946434  0.00
H: -2.370799 4.563479 -1.794042  0.00

Forces on atoms 1 to 3 (eV/Å):
Ir 0.15 0.05 -0.01
C -0.01 0.01 -0.01
C 0.00 0.00 0.01